DFT (the ωB97M-V functional and the def2-TZVPD basis) results for a single C3H5FOS molecule at a distorted geometry.

Geometry as XYZ:
```
11
Properties=species:S:1:pos:R:3:forces:R:3:lowdin_charge:R:1
C -2.06684 0.27184 -0.33566 -1.57 -4.01 -1.19 -0.03
C -0.92277 -0.27289 0.38804 -0.31 0.50 3.10 -0.46
C 0.21237 0.61612 0.06154 1.52 3.56 1.24 -0.73
H -1.71841 0.08436 -1.33108 -0.52 0.44 -1.25 0.10
H -2.23224 1.26567 -0.15893 -0.41 2.36 0.49 0.06
H -2.96595 -0.38288 -0.19729 0.58 0.82 0.05 0.12
H -1.07402 -0.22797 1.52619 0.38 -0.13 -1.41 0.19
H 2.56016 0.57246 -0.07497 0.63 1.27 -0.06 -0.14
O 0.13496 1.86216 0.11903 0.29 -3.45 -0.44 0.01
F -0.61521 -1.57341 0.06323 -0.40 -0.22 -0.24 -0.05
S 1.65944 -0.35866 -0.12305 -0.19 -1.13 -0.30 0.92
```
Forces are in eV/Å.

Computed properties:
Multiplicity = 1
Energy relative to the best compared isomer or geometry (same formula, charge and spin) = 30.29 kJ/mol
HOMO energy = -0.375 Ha
SMILES = C[C@@H](F)C(=O)S
Orbital gap = 10.6 eV

=====

DFT (the ωB97M-V functional and the def2-TZVPD basis) results for C50H40CsF3N10O4PS3 as an isolated structure at a distorted geometry.

Geometry as XYZ:
```
112
Properties=species:S:1:pos:R:3:forces:R:3:lowdin_charge:R:1
Cs 0.88932 -1.20546 0.38302 -0.56 0.97 0.17 1.25
C -4.03587 -2.47663 -2.17978 0.06 0.03 0.00 -0.04
N -2.68474 -2.87833 -1.84547 -0.07 0.04 0.01 -0.13
C -1.67753 -3.14429 -2.73695 0.00 -0.01 0.11 -0.08
C -0.54377 -3.29913 -1.98836 -0.16 -0.09 -0.03 -0.16
N -0.83333 -3.12605 -0.66368 -0.52 -0.66 -0.57 -0.09
C -2.11707 -2.84121 -0.60694 0.02 -0.22 0.02 -0.51
P -3.04660 -2.58637 0.95036 0.11 -0.01 -0.01 1.16
C -1.93949 -3.63734 1.94211 0.07 0.07 0.30 -0.49
N -0.76887 -3.31247 2.43969 0.16 -0.35 0.03 0.06
C -0.24482 -4.46105 2.96593 -0.03 0.06 -0.10 -0.12
C -1.11881 -5.49674 2.78839 0.01 0.03 -0.02 -0.07
N -2.20599 -4.96642 2.14274 -0.19 0.00 -0.03 -0.14
C -3.36628 -5.70421 1.68894 0.08 0.01 -0.02 -0.05
C -2.56049 -0.92734 1.54008 0.00 0.02 0.18 -0.50
N -1.46120 -0.61593 2.19028 -0.24 0.31 0.17 -0.01
C -1.55566 0.71375 2.48519 -0.12 -0.06 -0.08 -0.14
C -2.73094 1.21701 2.00119 -0.01 -0.11 0.02 -0.06
N -3.38411 0.16219 1.42549 -0.12 -0.06 -0.05 -0.14
C -4.60789 0.26743 0.65836 0.09 0.00 0.02 -0.04
H -4.29258 -2.87423 -3.15967 0.00 -0.01 -0.01 0.09
H -4.11485 -1.38871 -2.19893 0.04 0.00 -0.01 0.07
H -4.72855 -2.87627 -1.44064 -0.01 -0.01 0.01 0.07
H -1.85810 -3.21815 -3.79659 -0.02 0.02 0.03 0.11
H 0.45496 -3.53869 -2.32185 -0.04 0.03 0.00 0.11
H 0.74804 -4.47490 3.38945 -0.05 0.01 0.00 0.09
H -1.07163 -6.54102 3.04949 -0.01 0.02 -0.01 0.11
H -3.47110 -6.60480 2.29010 0.00 -0.01 0.02 0.08
H -3.27009 -5.98979 0.63974 0.02 0.00 -0.01 0.09
H -4.26185 -5.09753 1.80488 -0.01 0.02 0.01 0.06
H -0.77355 1.21970 3.02809 -0.02 0.02 -0.06 0.09
H -3.14692 2.21074 1.99865 0.00 -0.03 -0.02 0.12
H -5.32314 0.88872 1.19582 -0.01 0.01 0.02 0.09
H -5.03697 -0.72406 0.52506 0.00 -0.01 0.02 0.06
H -4.40263 0.69640 -0.32207 0.03 0.00 -0.01 0.08
S 3.20806 -1.04022 8.14332 -0.04 0.05 0.01 1.02
C 3.52465 -2.68643 8.48941 0.01 0.04 0.04 -0.44
C 3.41204 -3.45826 7.37681 -0.02 0.01 -0.08 -0.18
C 3.06259 -2.70553 6.22072 0.05 -0.10 -0.08 -0.10
C 2.91466 -1.37151 6.47403 -0.02 0.08 0.01 -0.47
C 2.57505 -0.30777 5.51572 0.04 -0.07 0.08 -0.19
C 2.15678 -0.66361 4.21286 0.02 -0.07 -0.16 -0.04
N 1.88010 0.21087 3.28277 -0.10 -0.03 -0.18 0.14
C 2.00362 1.52128 3.54888 -0.02 -0.10 0.00 -0.16
C 2.37789 1.99258 4.81411 0.01 0.04 0.05 -0.14
C 2.48050 3.40953 5.04018 0.00 -0.05 -0.01 -0.03
C 2.23485 4.28749 4.04482 0.00 0.00 -0.03 -0.03
C 1.87167 3.83354 2.72847 0.00 0.10 0.02 -0.14
C 1.64758 4.70959 1.65530 0.01 0.07 0.10 0.04
C 1.33138 4.22286 0.40924 -0.03 0.08 -0.08 -0.18
C 1.21116 2.81683 0.27982 0.16 0.02 0.02 -0.07
N 1.41964 1.97688 1.26367 -0.11 0.09 -0.08 0.13
C 1.75041 2.46344 2.47597 0.00 -0.17 -0.05 -0.16
C 1.16562 5.12764 -0.74289 -0.01 -0.08 0.02 -0.46
C 1.46077 6.46390 -0.80788 0.03 0.10 -0.03 -0.14
C 1.23652 7.02544 -2.09150 0.04 0.01 0.07 -0.20
C 0.78310 6.09993 -2.98337 -0.03 0.02 0.01 -0.42
S 0.60387 4.56565 -2.26699 -0.02 -0.18 -0.02 1.10
C 2.65743 1.03469 5.80407 0.08 0.04 0.07 0.02
H 3.77855 -2.98790 9.49363 -0.01 -0.01 -0.04 0.06
H 3.57709 -4.52670 7.37052 -0.01 0.03 -0.01 0.10
H 2.95640 -3.13444 5.23123 0.01 0.00 0.03 0.11
H 2.08014 -1.70607 3.91240 -0.04 0.05 0.03 0.10
H 2.76944 3.75813 6.02572 -0.02 -0.01 -0.01 0.11
H 2.32176 5.35484 4.21674 -0.01 -0.01 -0.01 0.11
H 1.73771 5.77630 1.82593 0.00 0.00 0.00 0.11
H 0.95003 2.37127 -0.67654 -0.02 0.04 0.03 0.08
H 1.84994 7.02832 0.02819 0.00 -0.01 -0.02 0.10
H 1.41506 8.06248 -2.33999 0.00 -0.02 0.01 0.09
H 0.53549 6.24091 -4.02426 0.00 0.00 0.04 0.06
H 2.97151 1.37180 6.78733 -0.01 0.01 -0.01 0.10
C -5.42416 0.96954 -6.55447 0.04 0.01 0.06 -0.06
C -4.44735 0.94701 -5.40507 -0.03 0.02 -0.01 -0.28
C -3.46674 -0.04046 -5.32391 -0.01 -0.01 -0.01 -0.04
C -2.55079 -0.05176 -4.28438 0.03 0.00 -0.03 -0.07
C -2.60495 0.93162 -3.30645 0.00 -0.02 -0.10 -0.29
C -3.56176 1.93287 -3.37617 0.00 -0.06 -0.06 -0.05
C -4.48021 1.93021 -4.41983 0.02 0.01 -0.01 -0.04
S -1.51358 0.83380 -1.89310 -0.09 0.20 0.09 0.52
O -2.16184 -0.20235 -1.10545 0.12 0.15 0.06 -0.35
O -1.54345 2.16826 -1.31708 -0.03 0.05 -0.07 -0.34
N -0.10193 0.32786 -2.27287 0.16 0.09 -0.51 -0.15
C 0.72879 0.92535 -3.20575 -0.09 0.03 0.18 -0.28
C 0.33531 1.69573 -4.29028 0.00 -0.03 0.08 -0.06
C 1.25458 2.17656 -5.24246 -0.04 0.01 0.01 -0.10
C 2.58785 1.90858 -5.14379 0.00 0.00 0.00 -0.07
C 3.05249 1.16157 -4.03453 0.00 -0.02 0.03 -0.17
C 4.42457 0.87345 -3.84362 -0.01 0.03 -0.04 -0.03
C 4.83125 0.20580 -2.72983 0.04 0.00 0.04 -0.05
C 3.86023 -0.17102 -1.77491 -0.05 0.05 0.09 -0.13
N 2.57964 0.05004 -1.93184 -0.02 0.05 -0.26 0.07
C 2.14825 0.69011 -3.05449 0.07 0.00 0.09 -0.16
H -5.62394 -0.03811 -6.92110 0.00 0.01 0.00 0.07
H -5.03014 1.55237 -7.39095 0.00 -0.01 0.01 0.08
H -6.37224 1.42004 -6.25700 0.02 -0.01 -0.01 0.07
H -3.41888 -0.80747 -6.09058 0.00 0.02 0.01 0.11
H -1.77451 -0.80721 -4.22787 -0.03 0.03 0.02 0.11
H -3.56998 2.70307 -2.61460 0.00 -0.02 -0.02 0.11
H -5.23130 2.71176 -4.47263 0.00 -0.02 0.00 0.11
H -0.70814 1.93946 -4.41861 -0.01 0.03 -0.03 0.09
H 0.88165 2.76734 -6.07257 -0.01 -0.01 0.02 0.10
H 3.29513 2.27063 -5.88104 0.00 -0.02 0.02 0.10
H 5.13719 1.20184 -4.59288 0.00 0.00 0.00 0.11
H 5.87465 -0.02419 -2.55607 -0.02 0.00 0.01 0.10
H 4.15061 -0.65579 -0.84597 -0.03 -0.05 -0.06 0.09
F 5.04819 -4.58990 1.05333 0.04 -0.05 -0.03 0.12
C 4.16943 -3.76803 0.44819 -0.06 -0.02 0.09 -0.53
F 4.86415 -3.07715 -0.47457 0.04 0.00 -0.04 0.12
F 3.30378 -4.55344 -0.23413 -0.01 -0.03 -0.05 0.12
C 3.40258 -2.86359 1.46856 0.42 0.04 0.13 -0.68
O 2.97642 -3.48529 2.45357 -0.09 0.24 -0.04 0.00
O 3.30920 -1.66577 1.13662 1.21 -0.70 0.50 -0.29
```
Forces are in eV/Å.

Computed properties:
Multiplicity = 1
Energy relative to the best compared isomer or geometry (same formula, charge and spin) = 0.00 kJ/mol
HOMO energy = -0.180 Ha
Orbital gap = 6.8 eV
Net charge = -1

=====

DFT (the ωB97M-V functional and the def2-TZVPD basis) results for a single C3H3P molecule at a distorted geometry.

Geometry as XYZ:
```
7
Properties=species:S:1:pos:R:3:forces:R:3:lowdin_charge:R:1
C -0.84067 -0.18819 1.82908 0.51 0.68 -2.77 0.12
C -0.38714 0.08032 0.72565 -0.80 -0.07 3.13 -0.34
C 0.26685 0.30042 -0.46689 4.27 3.61 0.22 -0.65
P 0.20707 -0.86597 -1.58630 0.42 -0.71 -2.31 0.83
H -1.61873 -0.36092 2.49287 -0.52 -0.28 1.26 0.01
H 1.22921 1.21715 -0.53403 -3.48 -2.66 0.37 0.16
H 1.14342 -0.18281 -2.46037 -0.39 -0.59 0.09 -0.13
```
Forces are in eV/Å.

Computed properties:
Multiplicity = 1
Energy relative to the best compared isomer or geometry (same formula, charge and spin) = 86.80 kJ/mol
HOMO energy = -0.338 Ha
SMILES = [H]/P=C/C#C
Orbital gap = 8.7 eV

=====

DFT (the ωB97M-V functional and the def2-TZVPD basis) results for a 2-piece molecular cluster, BrClH4Si2 overall at a distorted geometry.

Geometry as XYZ:
```
8
Properties=species:S:1:pos:R:3:forces:R:3:lowdin_charge:R:1
Si -1.33913 0.52168 -0.26366 -1.03 -0.33 0.86 0.15
Si 2.80115 -1.31778 0.24755 -0.44 0.67 0.11 0.29
Cl -0.80855 -1.26231 -1.04676 0.52 -0.79 -0.62 0.17
Br 2.53890 0.95999 0.33126 0.37 -0.29 -0.14 0.01
H -2.59856 0.16720 0.41196 -0.22 0.29 -0.05 -0.11
H -0.43529 0.88858 0.80144 0.49 0.34 0.10 -0.13
H -1.57077 1.46515 -1.33095 0.13 0.48 -0.33 -0.10
H 1.41225 -1.42251 0.84915 0.18 -0.36 0.07 -0.27
```
Forces are in eV/Å.

Computed properties:
Multiplicity = 1
Energy relative to the best compared isomer or geometry (same formula, charge and spin) = 188.81 kJ/mol
HOMO energy = -0.337 Ha
Orbital gap = 8.0 eV

=====

Q: Look up the multiplicity of the third one.
A: 1

=====

Q: The highest orbital gap belongs to which entry?
A: C3H5FOS

=====

Copy entry 3 word for word.
DFT (the ωB97M-V functional and the def2-TZVPD basis) results for a single C3H3P molecule at a distorted geometry.

Geometry as XYZ:
```
7
Properties=species:S:1:pos:R:3:forces:R:3:lowdin_charge:R:1
C -0.84067 -0.18819 1.82908 0.51 0.68 -2.77 0.12
C -0.38714 0.08032 0.72565 -0.80 -0.07 3.13 -0.34
C 0.26685 0.30042 -0.46689 4.27 3.61 0.22 -0.65
P 0.20707 -0.86597 -1.58630 0.42 -0.71 -2.31 0.83
H -1.61873 -0.36092 2.49287 -0.52 -0.28 1.26 0.01
H 1.22921 1.21715 -0.53403 -3.48 -2.66 0.37 0.16
H 1.14342 -0.18281 -2.46037 -0.39 -0.59 0.09 -0.13
```
Forces are in eV/Å.

Computed properties:
Multiplicity = 1
Energy relative to the best compared isomer or geometry (same formula, charge and spin) = 86.80 kJ/mol
HOMO energy = -0.338 Ha
SMILES = [H]/P=C/C#C
Orbital gap = 8.7 eV